1.
DFT (ωB97M-V/def2-TZVPD) results for one molecule with the formula C4H8N2O in a non-equilibrium geometry.

Computed properties:
- DFT total energy: -341.8323 Ha
- SMILES: CC(C)=C(N)N=O
- Multiplicity: 1
- HOMO-LUMO gap (spin up / spin down): 0.2761 / 0.2767 Ha

CARTESIAN COORDINATES (ANGSTROEM)
C -1.540 0.121 0.453
C 0.309 1.626 -0.449
C 0.732 -0.813 -0.124
C -0.123 0.299 0.012
N 0.295 -2.108 -0.333
N 1.965 -0.667 0.349
O 2.471 0.473 0.511
H -0.695 -2.292 -0.386
H 0.924 -2.816 0.016
H -1.882 1.014 0.975
H -2.193 -0.022 -0.412
H 1.346 1.820 -0.104
H 0.369 1.685 -1.538
H -0.324 2.427 -0.072
H -1.653 -0.748 1.100

Results of the Mulliken charge analysis, in e, for atoms 1 through 5: atom 1 (C): -1.56, atom 2 (C): -1.16, atom 3 (C): 0.36, atom 4 (C): 0.86, atom 5 (N): -0.47


2.
DFT (ωB97M-V/def2-TZVPD) results for C36H48N2O3PtSbSi as an isolated structure in a non-equilibrium geometry.

Computed properties:
- DFT total energy: -2384.7380 Ha
- Total charge: -1
- Multiplicity: 5
- HOMO-LUMO gap (spin up / spin down): 0.2262 / 0.2522 Ha

CARTESIAN COORDINATES (ANGSTROEM)
Pt 12.636 8.191 14.521
N 11.990 6.571 15.891
C 13.214 5.905 16.322
C 14.272 6.971 16.612
O 14.953 6.830 17.612
N 14.378 8.012 15.772
C 14.628 9.327 16.302
C 13.346 10.149 16.416
O 13.375 11.209 16.977
O 12.254 9.609 15.969
H 11.516 7.089 16.631
H 11.303 5.934 15.494
H 13.483 5.199 15.520
H 13.085 5.336 17.234
H 15.358 9.851 15.677
H 15.002 9.232 17.322
C 12.875 7.153 12.775
C 13.232 6.839 11.638
C 13.709 6.619 10.375
C 15.083 6.964 10.153
C 15.943 7.230 11.252
C 17.289 7.526 11.044
C 17.782 7.691 9.763
C 16.984 7.334 8.688
C 15.639 7.045 8.828
C 12.823 6.038 9.335
C 13.271 5.048 8.499
C 12.463 4.554 7.489
C 11.157 5.067 7.363
C 10.698 6.022 8.232
C 11.534 6.544 9.202
H 15.510 7.167 12.226
H 17.930 7.754 11.896
H 18.847 7.866 9.545
H 17.339 7.425 7.673
H 15.060 6.797 7.906
H 14.292 4.670 8.564
H 12.865 3.802 6.769
H 10.510 4.640 6.578
H 9.708 6.432 8.091
H 11.219 7.364 9.838
C 7.386 14.463 12.631
C 8.213 14.687 13.867
C 7.400 15.109 15.094
Sb 9.563 12.928 14.033
C 10.194 13.099 16.111
C 10.761 14.538 16.136
C 9.228 12.797 17.223
C 8.101 11.226 14.061
C 8.878 10.036 14.597
C 6.822 11.404 14.846
H 6.895 15.412 12.342
H 6.659 13.684 12.834
H 7.937 14.067 11.746
H 8.939 15.480 13.705
H 6.664 14.363 15.353
H 6.867 16.077 15.012
H 8.060 15.280 15.975
H 11.006 12.345 16.056
H 10.085 15.256 15.714
H 11.683 14.599 15.534
H 10.992 14.828 17.176
H 8.294 13.342 17.055
H 9.560 13.083 18.195
H 8.973 11.744 17.266
H 7.840 11.147 13.022
H 9.198 10.188 15.650
H 9.786 9.838 14.049
H 8.331 9.075 14.504
H 6.967 11.554 15.921
H 6.160 10.553 14.685
H 6.288 12.276 14.478
C 8.827 10.306 10.870
Si 9.774 11.389 9.676
C 8.999 10.989 7.962
C 11.600 11.187 9.820
C 12.291 10.562 8.761
C 13.610 10.190 8.892
C 14.314 10.411 10.084
C 13.639 11.025 11.117
C 12.307 11.439 10.967
H 9.043 9.217 10.703
H 7.798 10.535 10.762
H 9.183 10.604 11.877
H 9.149 9.930 7.781
H 9.397 11.588 7.133
H 7.926 11.135 8.038
H 11.755 10.364 7.809
H 14.056 9.636 8.091
H 15.301 9.990 10.208
H 14.168 11.186 12.038
H 11.781 11.856 11.842

Results of the Mulliken charge analysis, in e, for atoms 1 through 5: atom 1 (Pt): 0.91, atom 2 (N): -0.69, atom 3 (C): -0.58, atom 4 (C): 0.61, atom 5 (O): -0.73


3.
DFT (ωB97M-V/def2-TZVPD) results for a 2-piece molecular cluster, C5H10N3O2S overall in a non-equilibrium geometry.

Computed properties:
- DFT total energy: -909.0714 Ha
- Total charge: +1
- Multiplicity: 3
- HOMO-LUMO gap (spin up / spin down): 0.3329 / 0.2382 Ha

CARTESIAN COORDINATES (ANGSTROEM)
C 0.741 -1.594 -0.037
C 0.569 -1.301 -1.381
C 1.533 0.435 -0.523
C 2.223 1.737 -0.439
C 1.907 -0.294 1.843
N 1.392 -0.542 0.530
N 1.018 -0.090 -1.598
N -4.661 0.380 -0.740
O -2.527 -1.122 -0.571
O -3.095 0.658 1.139
S -3.499 -0.410 0.233
H 0.929 -2.532 0.350
H 0.126 -1.876 -2.213
H 1.822 2.512 0.210
H 3.160 1.510 -0.082
H 2.324 2.071 -1.403
H 2.989 -0.458 2.036
H 1.767 0.730 2.107
H 1.431 -0.943 2.505
H -5.291 1.111 -0.410
H -4.858 0.018 -1.556

Results of the Mulliken charge analysis, in e, for atoms 1 through 5: atom 1 (C): -0.22, atom 2 (C): -0.17, atom 3 (C): 0.73, atom 4 (C): -1.39, atom 5 (C): -0.89


4.
DFT (ωB97M-V/def2-TZVPD) results for one molecule with the formula C6H10O3S in a non-equilibrium geometry.

Computed properties:
- DFT total energy: -858.3750 Ha
- Multiplicity: 1
- HOMO-LUMO gap: 0.3673 Ha

CARTESIAN COORDINATES (ANGSTROEM)
C -0.867 -2.417 -0.332
C -0.839 -1.467 -1.205
C 0.854 1.742 0.459
C 0.449 0.893 -0.511
C 1.858 1.228 1.378
C -1.977 -0.067 -1.316
O -1.633 2.501 -0.655
O -2.712 0.112 -0.212
O -2.638 -0.075 -2.454
S -0.860 1.519 -1.585
H -0.138 -3.258 -0.309
H -1.701 -2.459 0.441
H -0.106 -1.276 -1.904
H 0.273 2.657 0.460
H 0.915 -0.150 -0.742
H 2.872 1.618 1.080
H 1.876 1.414 2.513
H 1.976 0.251 1.210
H -2.561 1.103 -0.032
H -3.456 -0.601 -2.228

Results of the Mulliken charge analysis, in e, for atoms 1 through 5: atom 1 (C): -0.57, atom 2 (C): -0.71, atom 3 (C): 0.14, atom 4 (C): -0.27, atom 5 (C): -1.19


5.
DFT (ωB97M-V/def2-TZVPD) results for C22H38N4O3PSnTe as an isolated structure.

Computed properties:
- DFT total energy: -2129.2692 Ha
- Total charge: +1
- Multiplicity: 1
- HOMO-LUMO gap: 0.2158 Ha

CARTESIAN COORDINATES (ANGSTROEM)
Sn -0.107 0.151 -1.125
C -1.615 1.171 -3.478
C -1.156 2.248 -2.713
C 0.267 2.194 -2.677
C 0.669 1.073 -3.451
C -0.495 0.436 -3.922
H -2.647 0.936 -3.696
H -1.769 3.031 -2.292
H 0.933 2.988 -2.363
H 1.682 0.850 -3.748
H -0.523 -0.414 -4.588
C 4.443 -5.911 -0.857
C 3.962 -4.498 -0.661
C 3.957 -3.587 -1.707
C 3.529 -2.271 -1.541
C 3.552 -1.351 -2.735
C 3.099 -1.859 -0.273
Te 2.508 0.158 0.058
C 3.098 -2.759 0.804
C 2.648 -2.363 2.189
C 3.525 -4.063 0.586
H 4.620 -6.123 -1.910
H 3.712 -6.627 -0.479
H 5.377 -6.075 -0.316
H 4.304 -3.903 -2.685
H 3.895 -1.887 -3.620
H 4.217 -0.502 -2.563
H 2.559 -0.953 -2.941
H 1.592 -2.084 2.195
H 3.213 -1.504 2.554
H 2.788 -3.190 2.886
H 3.523 -4.762 1.417
N -1.254 -0.654 2.309
C -1.767 -1.589 3.138
C -1.647 -2.794 2.493
C -1.056 -2.476 1.253
N -0.826 -1.176 1.153
H -1.275 0.345 2.418
H -2.155 -1.341 4.112
H -1.950 -3.763 2.852
H -0.783 -3.137 0.444
N 2.869 4.303 1.625
C 1.360 4.312 1.524
C 0.949 2.927 1.041
N -0.425 2.733 0.639
H 3.242 5.155 2.039
H 3.282 4.173 0.699
H 3.174 3.505 2.190
H 1.064 5.090 0.823
H 0.952 4.543 2.506
H 1.188 2.199 1.821
H 1.570 2.683 0.172
H -0.669 3.250 -0.197
H -1.116 2.923 1.358
C -5.326 1.579 -1.720
O -4.946 1.888 -0.370
P -3.389 1.596 0.035
O -3.484 2.063 1.616
C -4.517 2.853 2.228
O -3.386 -0.010 0.206
C -4.414 -0.707 0.925
H -6.400 1.727 -1.789
H -5.087 0.543 -1.969
H -4.823 2.241 -2.427
H -4.119 3.838 2.469
H -4.825 2.356 3.146
H -5.375 2.959 1.571
H -4.280 -1.766 0.721
H -5.404 -0.391 0.602
H -4.312 -0.530 1.996

Results of the Mulliken charge analysis, in e, for atoms 1 through 5: atom 1 (Sn): 0.98, atom 2 (C): -0.49, atom 3 (C): -0.29, atom 4 (C): -0.74, atom 5 (C): -0.62


6.
DFT (ωB97M-V/def2-TZVPD) results for C37H33AsN8O6PRb as an isolated structure in a non-equilibrium geometry.

Computed properties:
- DFT total energy: -4920.3187 Ha
- Multiplicity: 1
- HOMO-LUMO gap: 0.2859 Ha

CARTESIAN COORDINATES (ANGSTROEM)
Rb -0.134 -0.857 -0.979
C 1.472 -3.577 4.880
N 0.809 -2.606 4.026
C 0.121 -1.511 4.463
C -0.338 -0.882 3.340
N 0.054 -1.562 2.226
C 0.744 -2.601 2.659
P 1.495 -3.953 1.707
C 2.659 -3.076 0.626
N 2.432 -2.053 -0.177
C 3.628 -1.745 -0.751
C 4.597 -2.594 -0.294
N 3.977 -3.439 0.583
C 4.630 -4.511 1.313
C 0.141 -4.418 0.590
N -0.600 -3.639 -0.174
C -1.507 -4.452 -0.783
C -1.318 -5.745 -0.382
N -0.268 -5.719 0.492
C 0.286 -6.879 1.169
H 1.365 -3.252 5.911
H 2.532 -3.640 4.641
H 1.022 -4.561 4.768
H 0.030 -1.290 5.513
H -0.941 0.009 3.282
H 3.727 -0.928 -1.447
H 5.650 -2.678 -0.499
H 5.684 -4.513 1.046
H 4.198 -5.475 1.051
H 4.538 -4.360 2.386
H -2.231 -4.070 -1.485
H -1.809 -6.669 -0.634
H -0.271 -7.757 0.853
H 0.200 -6.772 2.248
H 1.334 -7.013 0.906
O 0.211 -0.858 -5.159
C -0.014 -0.092 -4.222
O -0.902 -0.113 -3.334
C 0.973 1.084 -4.068
C 1.602 1.334 -2.855
C 2.525 2.362 -2.761
C 2.811 3.220 -3.802
C 2.151 2.956 -4.990
C 1.274 1.899 -5.155
N 2.428 3.841 -6.142
O 1.807 3.643 -7.163
O 3.145 4.802 -5.945
N 3.251 2.532 -1.489
O 3.188 1.622 -0.682
O 3.973 3.500 -1.372
H 1.414 0.727 -1.983
H 3.512 4.032 -3.707
H 0.829 1.699 -6.119
C -5.023 5.613 -1.391
C -5.169 4.893 -0.213
C -4.355 3.801 0.045
C -3.389 3.415 -0.879
C -3.264 4.126 -2.070
C -4.069 5.230 -2.320
As -2.179 1.905 -0.697
C -2.932 0.913 0.810
C -3.069 1.427 2.100
C -3.647 0.664 3.102
C -4.076 -0.630 2.832
C -3.926 -1.157 1.560
C -3.359 -0.385 0.551
C -0.688 2.760 0.234
C 0.049 2.020 1.155
C 1.208 2.538 1.717
C 1.649 3.801 1.354
C 0.925 4.541 0.430
C -0.236 4.025 -0.130
H -5.660 6.466 -1.587
H -5.922 5.184 0.509
H -4.483 3.244 0.964
H -2.542 3.809 -2.816
H -3.959 5.778 -3.247
H -2.708 2.426 2.317
H -3.759 1.076 4.098
H -4.522 -1.228 3.617
H -4.246 -2.169 1.346
H -3.263 -0.808 -0.444
H -0.279 1.028 1.443
H 1.771 1.938 2.422
H 2.562 4.204 1.773
H 1.269 5.526 0.138
H -0.793 4.619 -0.846

Results of the Mulliken charge analysis, in e, for atoms 1 through 5: atom 1 (Rb): 1.58, atom 2 (C): -0.77, atom 3 (N): 0.29, atom 4 (C): -1.10, atom 5 (C): -0.34


7.
DFT (ωB97M-V/def2-TZVPD) results for C5H12ClCrO2Yb as an isolated structure in a non-equilibrium geometry.

Computed properties:
- DFT total energy: -3011.4556 Ha
- Total charge: -1
- Multiplicity: 5
- HOMO-LUMO gap (spin up / spin down): 0.2217 / 0.2449 Ha

CARTESIAN COORDINATES (ANGSTROEM)
Yb -0.032 0.503 -1.765
Cl 1.712 1.483 -0.019
C -1.337 2.276 -1.959
C 1.451 -0.460 -3.081
H -1.630 2.005 -2.991
H -2.071 2.090 -1.147
H -0.596 3.087 -1.811
H 0.791 -0.394 -3.965
H 1.562 -1.452 -2.599
H 2.294 0.252 -2.994
Cr 0.353 -0.026 1.239
C 1.543 -1.309 2.221
C -0.729 -0.971 -0.103
H 1.245 -2.327 1.926
H 2.612 -1.156 2.023
H 1.334 -1.178 3.295
H -0.471 -1.916 -0.651
H -1.815 -0.625 -0.148
O -1.357 1.283 3.195
C -1.555 0.065 3.142
O -1.005 -0.799 2.378
H -2.297 -0.433 3.815

Results of the Mulliken charge analysis, in e, for atoms 1 through 5: atom 1 (Yb): 0.80, atom 2 (Cl): -0.63, atom 3 (C): -1.26, atom 4 (C): -1.24, atom 5 (H): 0.42


8.
DFT (ωB97M-V/def2-TZVPD) results for one molecule with the formula C10H10OS in a non-equilibrium geometry.

Computed properties:
- DFT total energy: -860.3104 Ha
- SMILES: C=C=CCOSc1ccccc1
- Multiplicity: 1
- HOMO-LUMO gap: 0.2952 Ha

CARTESIAN COORDINATES (ANGSTROEM)
C 3.062 -0.092 0.201
C 2.294 0.937 0.691
C 2.709 -0.744 -1.049
C 1.015 1.130 0.109
C 1.470 -0.562 -1.580
C 0.599 0.381 -0.924
C -2.295 1.794 0.324
C -1.467 -1.906 0.015
C -2.459 0.315 0.811
C -1.955 -0.699 0.212
O -1.725 1.822 -0.975
S -0.989 0.594 -1.678
H 3.974 -0.459 0.648
H 2.629 1.420 1.706
H 3.254 -1.533 -1.534
H 0.448 1.854 0.589
H 1.065 -1.254 -2.368
H -1.559 2.124 1.069
H -3.094 2.568 0.258
H -0.511 -2.225 0.454
H -2.141 -2.522 -0.563
H -3.029 0.263 1.729

Results of the Mulliken charge analysis, in e, for atoms 1 through 5: atom 1 (C): -0.47, atom 2 (C): -0.56, atom 3 (C): -0.44, atom 4 (C): -0.13, atom 5 (C): -0.53